[1]
Below is C4H9NO in the gas phase, with properties calculated with ωB97M-V with the def2-TZVPD basis set.

Positions of all 15 atoms, in Å:
C1 0.074 0.557 1.348
C2 -0.022 -0.249 0.091
C3 0.500 -1.655 0.187
N1 -1.049 0.031 -0.759
C4 -0.359 1.349 -1.221
O1 -0.725 2.410 -0.706
H1 1.014 0.358 1.872
H2 -0.763 0.249 1.985
H3 -0.054 1.626 1.139
H4 0.826 0.923 -0.856
H5 0.675 -2.144 -0.774
H6 -0.310 -2.199 0.696
H7 1.388 -1.735 0.818
H8 -1.081 -0.637 -1.529
H9 -0.210 1.209 -2.309

Calculated values
E, Ha: -287.68371
Relative energy (zero: lowest compared OMol25 entry of this formula, charge and spin), kJ/mol: 390.5
Kohn-Sham gap, eV: 8.81
HOMO, eV: -8.63

=====

[2]
Below is C4H6OS in the gas phase, with properties calculated with ωB97M-V with the def2-TZVPD basis set.

Positions of all 12 atoms, in Å:
C1 -0.645 -1.669 0.243
C2 -0.332 -0.377 0.446
C3 0.930 -0.003 1.201
S1 2.286 -0.834 1.210
O1 -1.015 0.641 -0.042
C4 -0.250 1.325 -1.060
H1 0.169 -2.431 0.452
H2 -1.636 -2.126 -0.053
H3 0.813 0.979 1.618
H4 -0.822 2.249 -1.305
H5 -0.258 0.768 -2.003
H6 0.760 1.479 -0.706

Calculated values
E, Ha: -629.35204
Relative energy (zero: lowest compared OMol25 entry of this formula, charge and spin), kJ/mol: 249.7
SMILES: C=C(C=S)OC
Kohn-Sham gap, eV: 8.22
HOMO, eV: -8.82

=====

[3]
Below is 2 unconnected molecules or ions with the total composition C9H14NO2S, with properties calculated with ωB97M-V with the def2-TZVPD basis set.

Positions of all 27 atoms, in Å:
C1 4.080 2.104 0.126
C2 3.191 0.892 -0.119
S1 1.758 0.741 0.986
C3 0.252 1.274 0.096
O1 0.175 2.604 -0.331
N1 1.171 3.520 0.263
O2 0.657 4.385 0.799
H1 3.628 3.015 -0.251
H2 4.996 1.948 -0.437
H3 4.300 2.240 1.182
H4 2.816 0.852 -1.139
H5 3.766 -0.008 0.083
H6 1.965 1.621 1.976
H7 -0.612 1.050 0.721
H8 0.240 0.642 -0.792
C4 -2.125 -2.027 0.984
C5 -1.320 -2.194 -0.136
C6 -1.891 -2.408 -1.383
C7 -3.272 -2.449 -1.510
C8 -4.078 -2.279 -0.392
C9 -3.506 -2.071 0.855
H9 -1.678 -1.867 1.958
H10 -0.240 -2.165 -0.036
H11 -1.263 -2.545 -2.254
H12 -3.721 -2.614 -2.480
H13 -5.154 -2.312 -0.493
H14 -4.135 -1.947 1.726

Calculated values
E, Ha: -954.34939
Relative energy (zero: lowest compared OMol25 entry of this formula, charge and spin), kJ/mol: 464.9
Charge: +1
Kohn-Sham gap, eV: 7.42
HOMO, eV: -11.95

=====

[4]
Below is a molecular structure, C39H44Cl2N3OP3Pb, with properties calculated with ωB97M-V with the def2-TZVPD basis set.

Positions of all 93 atoms, in Å:
P1 1.327 0.705 -3.670
C1 3.068 0.836 -4.128
C2 3.569 0.205 -5.281
H1 2.983 -0.571 -5.778
C3 4.803 0.597 -5.803
H2 5.158 0.151 -6.732
C4 5.568 1.561 -5.138
H3 6.520 1.880 -5.560
C5 5.118 2.111 -3.931
H4 5.728 2.839 -3.398
C6 3.876 1.738 -3.414
H5 3.519 2.167 -2.476
C7 0.630 -0.681 -4.588
C8 0.962 -1.992 -4.203
H6 1.515 -2.169 -3.276
C9 0.600 -3.066 -5.021
H7 0.870 -4.083 -4.732
C10 -0.105 -2.834 -6.207
H8 -0.386 -3.669 -6.848
C11 -0.453 -1.531 -6.577
H9 -0.999 -1.342 -7.502
C12 -0.100 -0.453 -5.767
H10 -0.371 0.568 -6.045
C13 0.529 2.237 -4.210
C14 1.106 3.021 -5.230
H11 2.114 2.796 -5.582
C15 0.381 4.069 -5.795
H12 0.820 4.640 -6.613
C16 -0.898 4.372 -5.314
H13 -1.475 5.167 -5.787
C17 -1.428 3.667 -4.229
H14 -2.405 3.935 -3.827
C18 -0.711 2.606 -3.666
H15 -1.121 2.071 -2.807
Pb1 0.286 -0.018 2.279
C19 -1.162 -1.520 1.010
C20 -1.721 -1.545 -0.193
H16 -1.541 -2.140 1.838
C21 -1.084 -0.971 -1.473
O1 -2.088 -0.144 -2.102
H17 -1.856 0.012 -3.034
C22 0.127 -0.175 -1.307
H18 -0.807 -1.827 -2.119
C23 1.081 0.445 -1.931
Cl1 -0.281 -1.877 4.062
Cl2 2.915 -0.150 2.406
P2 1.805 -2.902 2.072
C24 2.778 -3.478 3.522
H19 2.100 -3.551 4.379
H20 3.546 -2.725 3.731
H21 3.236 -4.450 3.298
C25 0.748 -4.379 1.788
H22 0.117 -4.191 0.910
H23 0.106 -4.526 2.664
H24 1.387 -5.255 1.617
C26 3.024 -3.129 0.718
H25 3.892 -2.491 0.924
H26 2.553 -2.806 -0.221
H27 3.312 -4.188 0.658
P3 -3.386 -2.335 -0.310
C27 -3.715 -3.191 1.236
C28 -3.339 -3.532 -1.652
H28 -3.603 -2.498 2.081
H29 -3.023 -4.033 1.372
H30 -4.745 -3.576 1.226
H31 -2.949 -3.069 -2.567
H32 -4.353 -3.907 -1.842
H33 -2.698 -4.379 -1.372
C29 -4.620 -1.056 -0.547
H34 -4.799 -0.555 0.414
H35 -5.555 -1.500 -0.911
H36 -4.228 -0.331 -1.273
H37 1.859 0.947 -1.331
N1 -3.738 3.935 11.934
C30 -3.235 3.776 10.889
C31 -2.588 3.587 9.619
C32 -3.217 2.865 8.594
C33 -2.546 2.616 7.395
C34 -1.234 3.077 7.235
C35 -0.630 3.882 8.212
C36 -1.310 4.122 9.411
N2 -0.477 2.649 6.131
C37 0.901 2.835 5.940
C38 1.238 2.144 4.815
N3 0.089 1.563 4.277
C39 -0.918 1.865 5.095
H38 -4.231 2.488 8.739
H39 -3.026 2.047 6.600
H40 0.362 4.304 8.051
H41 -0.845 4.720 10.192
H42 1.516 3.406 6.608
H43 2.213 2.007 4.373
H44 -1.954 1.559 5.004

Calculated values
E, Ha: -3888.72566
Relative energy (zero: lowest compared OMol25 entry of this formula, charge and spin), kJ/mol: 0.0
Charge: +2
Kohn-Sham gap (alpha / beta), eV: 6.14 / 4.78
HOMO (alpha / beta), eV: -12.26 / -11.80

=====

[5]
Below is a molecular structure, C6H7LiO6Sc, with properties calculated with ωB97M-V with the def2-TZVPD basis set.

Positions of all 21 atoms, in Å:
Sc1 -2.745 1.414 -1.480
O1 -0.723 0.944 -1.006
O2 -0.340 0.836 1.332
C1 -1.385 1.452 2.080
C2 -2.582 0.574 1.754
O3 -2.303 0.169 0.407
C3 -0.883 0.322 0.169
H1 -1.107 1.442 3.139
H2 -1.534 2.489 1.743
H3 -3.538 1.108 1.770
H4 -2.636 -0.315 2.397
Li1 5.282 -0.452 -2.564
O4 3.318 -0.410 -3.205
O5 1.684 -1.110 -1.828
C4 1.228 -1.039 -0.619
C5 -0.198 -0.909 -0.368
O6 3.913 -1.270 -1.244
C6 3.115 -0.850 -2.079
H5 1.897 -1.534 0.101
H6 -0.762 -1.412 -1.169
H7 0.299 -1.449 0.670

Calculated values
Spin multiplicity: 2
E, Ha: -1451.86293
Relative energy (zero: lowest compared OMol25 entry of this formula, charge and spin), kJ/mol: 37.8
Charge: +2
Kohn-Sham gap (alpha / beta), eV: 7.50 / 8.39
HOMO (alpha / beta), eV: -15.83 / -16.83

=====

[6]
Below is C5H6O in the gas phase, with properties calculated with ωB97M-V with the def2-TZVPD basis set.

Positions of all 12 atoms, in Å:
C1 1.468 -0.551 -0.375
C2 0.743 0.277 0.693
C3 -0.647 0.472 0.246
C4 -1.682 1.289 -0.050
C5 -1.703 -0.244 -0.198
O1 -2.351 -1.211 -0.521
H1 0.929 -1.484 -0.580
H2 1.544 0.003 -1.316
H3 2.476 -0.803 -0.039
H4 1.254 1.212 0.920
H5 0.663 -0.313 1.616
H6 -2.693 1.353 -0.396

Calculated values
E, Ha: -269.21930
Relative energy (zero: lowest compared OMol25 entry of this formula, charge and spin), kJ/mol: 333.3
SMILES: CCc1cc1=O
Kohn-Sham gap, eV: 9.25
HOMO, eV: -8.40

=====

Which of these has the lowest E?
C39H44Cl2N3OP3Pb

=====

Which formula does entry 1 have?
C4H9NO

=====

Which formula does entry 2 have?
C4H6OS

=====

What is the formula in the second record?
C4H6OS